# 1
19
Properties=species:S:1:pos:R:3:forces:R:3 method="wB97M-V/def2-TZVPD" smiles=NC[C@@H](N)CS.O fmax_ev_per_a=1.66 lumo_ev=0.5 relative_energy_kcal_mol=20.8 total_energy_ev=-19167.8396
N 2.16746 0.59644 -1.78512 0.0474 0.1139 -0.4354
C 0.98642 -0.14852 -1.38321 -0.3251 -0.7063 -1.3893
C -0.02181 0.67844 -0.63009 -0.8795 -0.8269 1.1356
N -0.79267 1.63846 -1.41991 -0.0185 0.1786 0.3922
C -1.02284 -0.34797 -0.01850 -0.3659 -0.1511 -0.0933
S -1.56538 0.01756 1.67214 -1.0195 0.0167 -0.2687
H 2.99213 0.01443 -1.79606 -0.0182 -0.0460 -0.0210
H 2.08286 0.99962 -2.71024 -0.0220 0.0500 0.1021
H 1.30186 -1.09850 -0.94413 -0.0007 0.5586 1.0771
H 0.37106 -0.63404 -2.18363 0.4772 0.6992 -0.4193
H 0.44322 1.23570 0.18832 0.2631 -0.2689 -0.0472
H -0.50426 1.80454 -2.36332 0.4164 -0.0292 -0.3077
H -0.84816 2.51588 -0.91849 -0.0354 -0.0300 -0.3162
H -0.69177 -1.38348 -0.08138 0.5065 0.0780 0.3111
H -1.94081 -0.36357 -0.62003 0.1308 0.4222 0.2084
H -0.42630 0.37508 2.22562 0.7221 -0.0305 0.0598
O 1.11486 -2.00863 1.75343 1.2277 0.3050 -0.6205
H 2.01367 -1.89912 1.37365 -0.8207 0.1792 0.2646
H 1.18670 -2.88131 2.13072 -0.2856 -0.5126 0.3677



# 2
70
Properties=species:S:1:pos:R:3:forces:R:3 method="wB97M-V/def2-TZVPD" charge=-2 fmax_ev_per_a=4.21 lumo_ev=2.0 relative_energy_kcal_mol=107.1 total_energy_ev=-159791.0755
C -1.84229 2.81133 -4.09391 0.6215 0.3108 -0.1907
C -0.55051 3.01666 -3.16531 -2.1334 2.1878 2.7913
O -0.69605 3.63695 -2.09705 0.9041 -1.9732 -3.6048
O 0.74217 2.57926 -3.51076 -0.8996 -0.6995 0.2910
C 0.90391 1.18300 -3.19582 0.1019 -1.0265 -0.5405
C 0.31519 0.77282 -1.78522 0.2744 -0.1553 0.7200
C 1.12292 -0.37557 -1.07955 -0.0966 -1.8444 0.2613
C 0.52975 -1.67491 -0.77511 0.4302 0.9755 0.4114
C -0.96923 -2.00729 -1.16682 0.8158 0.3038 -0.5955
C -0.88720 -2.77833 -2.56218 -0.1156 -0.9058 0.8371
C -2.20896 -3.55269 -2.93940 0.9806 0.2511 -0.7643
O -3.19257 -2.62567 -3.44015 0.2318 -0.7304 1.1440
C 1.28345 -2.80672 -0.04737 3.0837 2.1519 0.2621
Br 0.41305 -4.54105 0.32804 0.4838 1.4301 -0.3565
C 2.67409 -2.64873 0.39845 -2.5493 0.1360 -1.1300
C 3.47005 -3.75521 1.17672 0.5512 1.3546 0.0399
C 4.09527 -3.14033 2.50087 -0.1717 -0.5319 0.4082
C 3.19647 -3.40498 3.80515 1.4386 -0.1127 -0.0948
C 3.14560 -2.11130 4.71192 -0.3514 0.0838 0.1269
C 1.70488 -1.43188 4.76836 0.5893 -2.7331 0.9668
F 0.88336 -1.80785 3.71710 1.2395 1.3533 1.2282
F 1.09750 -2.04049 5.90800 0.4090 1.2058 -1.3308
C 1.71768 0.10128 5.08860 -2.0790 0.0099 2.6117
F 0.41235 0.46101 5.42417 2.1324 -0.4624 -0.7866
F 2.45512 0.34676 6.24519 -0.7933 -0.7707 -2.1015
S 2.30675 1.28187 3.77152 0.7142 3.7853 -1.4563
F 3.88839 1.23570 4.32558 -1.9919 -0.5319 -0.8069
F 2.07086 2.53159 4.85722 0.0432 -1.7186 -1.4278
F 0.76569 1.47955 3.21009 2.5001 -0.7233 0.5980
F 2.65977 0.11782 2.67264 -0.7074 1.1690 1.4681
F 2.79819 2.40857 2.67665 -0.6460 -1.6732 1.3945
C 3.30259 -1.31287 0.04087 0.6967 2.2615 -0.6938
N 4.57759 -0.88995 0.30235 -0.9824 -0.5326 -0.1379
S 4.87520 0.66755 -0.22753 -3.1482 -2.2310 -0.1814
N 3.34751 0.95792 -0.87819 -0.3330 -1.8485 0.6271
C 2.58273 -0.14664 -0.69207 -0.3935 -1.4583 0.6086
H -1.61243 2.53795 -5.16665 0.0236 0.1638 1.2231
H -2.37060 3.81235 -4.09679 0.5935 -1.1318 0.2174
H -2.58734 2.07533 -3.66327 1.0725 0.8112 -0.0942
H 0.37329 0.58015 -4.00248 0.4438 0.5190 0.9465
H 1.99944 0.92046 -3.30909 -1.1834 0.6291 0.3646
H 0.31640 1.63857 -1.05115 0.1286 -0.7487 -1.0997
H -0.77144 0.51340 -1.92973 1.2278 0.2036 0.3335
H -1.59546 -1.07798 -1.25712 0.7437 -0.8976 0.1474
H -1.45391 -2.64143 -0.36969 0.6428 0.5411 -0.9046
H -0.06897 -3.55494 -2.43618 -0.8084 0.7934 -0.2812
H -0.58274 -2.09730 -3.40870 -0.4388 -0.5863 0.9616
H -1.94282 -4.25469 -3.78819 -0.4797 0.7894 0.8248
H -2.59422 -4.19653 -2.09721 0.3505 0.7668 -0.6129
H -3.56352 -2.19716 -2.64630 0.0018 0.0531 -0.6480
H 2.82943 -4.62755 1.47852 0.6018 0.9306 -0.6806
H 4.33597 -4.09672 0.53012 -1.1148 0.2478 0.5740
H 4.28409 -2.03619 2.42767 -0.1619 -1.1969 -0.2605
H 5.09956 -3.64447 2.65865 -1.0999 0.6901 -0.0970
H 3.76774 -4.18713 4.39729 -0.8658 0.8364 -0.5477
H 2.20173 -3.86424 3.56993 0.7708 0.7767 0.1720
H 3.40843 -2.42722 5.76354 -0.5774 0.6777 -1.0090
H 3.91932 -1.34542 4.41417 -0.8358 -0.8940 0.1074
C -6.88626 3.99825 -1.79457 0.1101 -1.3225 0.2853
C -6.61104 5.33083 -2.01494 0.1430 0.9400 -0.1722
C -5.11444 5.67227 -1.94138 1.4947 -0.9838 0.3921
O -4.65538 6.79203 -2.18310 -0.5828 0.4091 -0.1460
C -4.18509 4.61043 -1.55944 0.2180 1.3996 -0.3052
C -4.45909 3.28960 -1.32304 -0.3984 -1.0617 0.1389
C -5.94225 2.92338 -1.50418 -1.6199 1.0889 -0.4113
O -6.37697 1.76873 -1.41045 0.6054 -0.5019 0.1741
O -3.64953 2.37880 -0.99133 0.1231 0.0160 -0.1737
O -7.42588 6.25479 -2.26613 0.0156 -0.2658 0.0494
H -7.91778 3.66096 -1.83830 -0.0774 0.0693 -0.0663
H -3.15949 4.95352 -1.46358 0.0837 -0.0683 0.0021



# 3
20
Properties=species:S:1:pos:R:3:forces:R:3 method="wB97M-V/def2-TZVPD" smiles="CNC(=O)O/N=C(/C)SC" fmax_ev_per_a=4.68 lumo_ev=0.5 relative_energy_kcal_mol=46.6 total_energy_ev=-23254.6501
C 1.37854 1.86055 -1.64101 -1.5063 -2.1480 -2.3903
N 1.99214 0.50633 -1.76550 0.1107 -0.8716 1.1880
C 1.66336 -0.62234 -0.97607 -1.0737 4.2691 -1.5902
O 2.28395 -1.62588 -0.98875 -0.4381 -0.9264 0.9170
O 0.45750 -0.17674 -0.33823 0.8099 -3.1821 -0.1737
N -0.31102 -1.34782 -0.00618 1.9425 0.2629 -0.4452
C -1.33029 -1.05974 0.65377 -2.7522 -2.3024 -0.2973
C -2.32814 -2.28440 0.83616 0.9613 -0.3165 0.9525
S -1.94437 0.50210 1.06593 0.4270 0.9130 0.7619
C -0.36743 1.22434 1.72300 -0.0162 1.1963 1.4669
H 1.49760 2.20627 -2.79081 -0.3587 0.2677 3.1378
H 1.89003 2.37279 -0.81851 -0.3772 0.6386 -0.5986
H 0.24603 1.61669 -1.40903 2.3900 1.2017 -0.5723
H 2.98551 0.52142 -1.90330 0.2892 -0.0130 -0.3997
H -2.53580 -2.44993 1.95061 0.4082 0.1295 -1.5883
H -3.27249 -2.03126 0.38132 -0.4019 0.3448 -0.1105
H -2.01322 -3.26375 0.31719 0.0527 1.7567 0.9680
H -0.57262 1.64871 2.81344 0.2504 -0.7575 -2.4092
H 0.01306 2.10689 1.02851 -0.4770 -2.2815 1.5287
H 0.26766 0.29578 1.86744 -0.2405 1.8187 -0.3456